8 unconnected molecules or ions with the total composition C34H67F4N11O9S4 at a distorted geometry. Source: the OMol25 dataset; level of theory: the ωB97M-V functional and the def2-TZVPD basis.

XYZ file:
```
129
C34H67F4N11O9S4 (the ωB97M-V functional and the def2-TZVPD basis)
C 15.690 -9.845 19.832
C 16.618 -10.421 21.030
O 16.121 -11.553 21.743
H 15.368 -10.624 19.140
H 16.321 -9.113 19.327
H 14.751 -9.389 20.144
H 16.913 -9.639 21.730
H 17.660 -10.675 20.835
C 22.313 -9.678 24.302
C 22.310 -11.076 24.505
N 21.038 -11.730 24.250
C 20.543 -12.013 22.978
C 19.311 -12.523 23.162
N 19.167 -12.864 24.506
C 20.218 -12.286 25.176
C 18.063 -13.575 25.112
H 21.482 -9.174 24.794
H 22.148 -9.319 23.286
H 23.202 -9.193 24.707
H 22.426 -11.146 25.587
H 23.073 -11.637 23.966
H 21.166 -11.681 22.161
H 18.580 -12.885 22.454
H 20.366 -12.502 26.224
H 18.552 -14.159 25.891
H 17.570 -14.262 24.423
H 17.300 -12.891 25.483
C 15.615 -16.248 22.870
C 15.734 -14.819 22.260
N 15.446 -14.819 20.776
C 14.298 -15.316 20.184
C 14.469 -15.080 18.837
N 15.497 -14.203 18.693
C 16.183 -14.100 19.867
C 16.014 -13.710 17.525
H 14.927 -16.915 22.351
H 15.340 -16.333 23.921
H 16.619 -16.632 22.688
H 16.695 -14.315 22.366
H 14.973 -14.228 22.769
H 13.529 -15.933 20.624
H 13.860 -15.358 17.990
H 16.986 -13.431 20.141
H 15.422 -14.036 16.670
H 17.052 -13.981 17.336
H 15.995 -12.620 17.520
C 12.009 -10.470 19.864
C 12.559 -11.821 19.931
N 12.316 -12.598 21.130
C 12.704 -12.093 22.378
C 12.352 -13.140 23.302
N 11.580 -14.052 22.631
C 11.491 -13.688 21.322
C 11.013 -15.118 23.369
H 12.398 -9.923 19.005
H 12.322 -9.858 20.709
H 10.948 -10.616 20.066
H 13.647 -11.758 19.962
H 12.432 -12.415 19.025
H 13.361 -11.241 22.462
H 12.618 -13.445 24.303
H 10.974 -14.238 20.550
H 10.293 -14.827 24.134
H 11.828 -15.694 23.807
H 10.505 -15.749 22.639
C 13.018 -9.726 25.878
C 14.229 -9.948 26.838
N 15.562 -9.678 26.267
C 16.082 -10.212 25.136
C 17.299 -9.812 24.794
N 17.675 -9.029 25.912
C 16.596 -8.850 26.820
C 18.925 -8.328 25.988
H 13.374 -9.807 24.851
H 12.615 -8.714 25.833
H 12.224 -10.470 25.939
H 14.150 -10.868 27.418
H 14.193 -9.099 27.521
H 15.504 -10.832 24.467
H 17.813 -10.063 23.878
H 16.581 -8.267 27.729
H 19.775 -8.995 26.138
H 19.080 -7.588 26.773
H 19.052 -7.808 25.039
C 15.682 -4.667 18.774
C 17.159 -4.971 18.456
C 17.601 -6.435 18.874
N 19.005 -6.861 18.446
C 20.122 -6.133 19.163
C 19.246 -6.871 16.946
C 20.342 -7.874 16.642
C 20.330 -8.826 17.842
C 19.143 -8.413 18.748
H 15.289 -5.161 19.662
H 15.041 -4.923 17.930
H 15.553 -3.589 18.867
H 17.934 -4.413 18.982
H 17.246 -4.699 17.404
H 16.868 -7.111 18.434
H 17.580 -6.490 19.962
H 20.032 -6.501 20.185
H 19.854 -5.083 19.047
H 21.110 -6.382 18.774
H 19.451 -5.840 16.660
H 18.278 -7.086 16.492
H 21.372 -7.526 16.558
H 20.198 -8.522 15.778
H 21.209 -8.762 18.483
H 20.371 -9.822 17.401
H 19.279 -8.677 19.797
H 18.215 -8.896 18.442
N 14.115 -8.987 15.056
S 14.850 -10.048 14.222
O 15.503 -11.104 14.963
O 15.365 -9.628 12.869
F 13.471 -10.842 13.660
S 15.608 -8.432 15.618
O 16.321 -7.550 14.655
O 16.350 -9.167 16.677
F 15.031 -7.390 16.650
N 13.886 -5.486 22.167
S 13.864 -6.911 21.889
O 13.101 -7.341 20.657
O 13.967 -7.888 22.998
F 15.391 -6.901 21.274
S 12.241 -5.414 22.635
O 11.731 -6.461 23.547
O 11.319 -4.919 21.602
F 12.351 -4.088 23.584
```

Values from the calculation:
LUMO level (spin up / spin down) (eV): -7.83 / -9.63
HOMO (spin up / spin down) (eV): -13.856 / -13.856
⟨S²⟩: 0.75
Molecular weight (g mol⁻¹): 978.24
Multiplicity: 2
Charge: +3
Energy (eV): -125337.3864


8 unconnected molecules or ions with the total composition C34H67F4N2O27PS at a distorted geometry. Source: the OMol25 dataset; level of theory: the ωB97M-V functional and the def2-TZVPD basis.

XYZ file:
```
136
C34H67F4N2O27PS (the ωB97M-V functional and the def2-TZVPD basis)
C -2.182 -2.943 -0.353
O -1.707 -1.814 -1.166
C -1.689 -2.138 -2.610
O -2.434 -1.139 -3.444
C -0.136 -2.392 -3.192
C -0.062 -1.727 -4.727
O 1.299 -2.118 -5.226
N 1.200 -2.959 -6.269
O 2.318 -3.497 -6.351
N 0.942 -1.915 -2.290
C 2.178 -2.723 -2.182
F 2.254 -4.016 -2.875
F 3.455 -2.002 -2.553
C 2.377 -3.070 -0.556
F 1.969 -4.519 -0.423
F 3.850 -2.960 -0.257
P 1.265 -0.179 -2.310
O 2.147 0.392 -3.741
O 2.285 0.181 -0.898
S -0.268 1.001 -2.142
H -1.648 -2.833 0.709
H -3.351 -2.877 -0.123
H -1.864 -3.993 -0.762
H -2.338 -3.136 -2.712
H -2.829 -0.493 -2.759
H -0.156 -3.566 -3.411
H -0.242 -0.573 -4.737
H -0.833 -2.342 -5.364
H 1.717 -2.376 0.124
H 2.231 1.407 -3.694
H 2.867 0.937 -1.245
C 1.080 -4.436 -9.647
C -0.269 -4.968 -9.198
O -1.304 -4.017 -9.480
C -1.773 -4.020 -10.752
O -1.396 -4.751 -11.655
O -2.722 -3.056 -10.852
C -3.265 -2.915 -12.163
H 1.270 -3.449 -9.213
H 1.883 -5.116 -9.349
H 1.113 -4.317 -10.735
H -0.260 -5.116 -8.112
H -0.492 -5.940 -9.652
H -3.636 -3.873 -12.544
H -2.512 -2.498 -12.837
H -4.106 -2.219 -12.109
C 5.062 -5.463 -2.453
C 6.134 -4.815 -1.594
O 6.874 -5.810 -0.877
C 7.862 -6.423 -1.574
O 8.167 -6.200 -2.736
O 8.442 -7.342 -0.763
C 9.471 -8.101 -1.393
H 4.429 -6.120 -1.848
H 4.435 -4.703 -2.928
H 5.508 -6.083 -3.236
H 5.661 -4.169 -0.846
H 6.800 -4.181 -2.190
H 10.223 -7.449 -1.848
H 9.036 -8.771 -2.142
H 9.961 -8.709 -0.628
C -2.330 -0.784 6.506
C -1.465 0.449 6.311
O -0.362 0.157 5.445
C -0.634 0.188 4.116
O -1.716 0.440 3.610
O 0.503 -0.130 3.447
C 0.343 -0.185 2.032
H -1.725 -1.629 6.847
H -3.119 -0.591 7.239
H -2.799 -1.088 5.565
H -1.042 0.754 7.274
H -2.049 1.296 5.933
H -0.095 0.741 1.645
H -0.274 -1.047 1.759
H 1.332 -0.311 1.583
C -4.597 6.674 -1.243
C -4.207 5.372 -1.919
O -3.435 4.555 -1.030
C -4.148 3.828 -0.133
O -5.364 3.812 -0.026
O -3.271 3.136 0.637
C -3.891 2.364 1.664
H -3.713 7.183 -0.847
H -5.105 7.339 -1.947
H -5.266 6.492 -0.396
H -3.572 5.586 -2.786
H -5.085 4.830 -2.290
H -4.660 1.703 1.253
H -4.315 3.026 2.424
H -3.122 1.746 2.134
C -11.187 6.762 -1.695
C -11.277 7.127 -0.224
O -10.667 6.114 0.584
C -9.317 6.181 0.692
O -8.595 7.017 0.169
O -8.905 5.146 1.466
C -7.489 5.068 1.618
H -11.601 5.763 -1.870
H -11.733 7.485 -2.308
H -10.147 6.738 -2.032
H -12.329 7.184 0.075
H -10.833 8.110 -0.025
H -7.076 6.015 1.977
H -7.027 4.779 0.669
H -7.270 4.295 2.359
C 2.643 0.278 6.186
C 2.872 -0.881 5.232
O 4.100 -1.552 5.541
C 4.039 -2.452 6.554
O 3.046 -2.731 7.208
O 5.278 -2.973 6.728
C 5.367 -3.902 7.806
H 3.510 0.946 6.196
H 1.757 0.849 5.895
H 2.504 -0.078 7.211
H 2.966 -0.499 4.210
H 2.028 -1.581 5.237
H 4.618 -4.694 7.710
H 5.256 -3.379 8.761
H 6.359 -4.362 7.777
C 6.463 4.605 6.754
C 5.533 4.649 5.554
O 4.165 4.595 5.976
C 3.629 5.773 6.383
O 4.203 6.850 6.417
O 2.348 5.542 6.764
C 1.679 6.695 7.268
H 6.239 3.738 7.383
H 7.507 4.550 6.433
H 6.339 5.493 7.380
H 5.708 3.770 4.925
H 5.720 5.531 4.931
H 1.734 7.527 6.558
H 2.106 6.983 8.233
H 0.627 6.440 7.417
```

Values from the calculation:
LUMO level (eV): -0.29
HOMO (eV): -9.681
SMILES: CO[C@@H](O)[C@@H](CON=O)N(C(F)(F)C(F)F)P(O)(O)=S.CCOC(=O)OC.CCOC(=O)OC.CCOC(=O)OC.CCOC(=O)OC.CCOC(=O)OC.CCOC(=O)OC.CCOC(=O)OC
Molecular weight (g mol⁻¹): 1074.93
Energy (eV): -125595.6677


12 unconnected molecules or ions with the total composition C34H68Br14O10 at a distorted geometry. Source: the OMol25 dataset; level of theory: the ωB97M-V functional and the def2-TZVPD basis.

XYZ file:
```
126
C34H68Br14O10 (the ωB97M-V functional and the def2-TZVPD basis)
C -2.125 -2.584 -0.656
C -1.009 -1.670 -0.996
O -0.685 -0.866 0.156
C -0.058 0.323 0.025
C 0.260 0.953 1.347
O 0.238 0.889 -1.024
H -1.740 -3.255 0.111
H -2.544 -3.122 -1.507
H -2.956 -1.988 -0.280
H -0.121 -2.280 -1.162
H -1.245 -1.076 -1.878
H -0.272 0.481 2.173
H 0.066 2.025 1.341
H 1.325 0.822 1.540
C 1.199 6.479 -11.808
C 0.549 5.037 -11.717
O 1.166 4.283 -10.693
C 0.888 4.601 -9.411
C 2.039 4.290 -8.462
O -0.141 5.136 -9.019
H 0.877 6.841 -12.784
H 2.288 6.527 -11.784
H 0.765 7.151 -11.067
H -0.534 4.933 -11.652
H 0.712 4.617 -12.710
H 2.692 5.162 -8.450
H 2.647 3.468 -8.841
H 1.612 4.091 -7.479
C 3.994 5.778 8.293
C 5.138 4.846 8.842
O 6.317 5.079 8.126
C 6.585 4.530 6.922
C 8.021 4.718 6.458
O 5.857 3.751 6.362
H 4.293 6.805 8.082
H 3.167 5.699 8.998
H 3.567 5.555 7.315
H 5.268 5.113 9.891
H 4.792 3.814 8.882
H 8.612 3.943 6.945
H 8.353 5.692 6.818
H 8.046 4.623 5.372
C -6.009 0.062 3.979
C -7.427 0.523 4.280
O -7.990 0.665 2.967
C -9.031 1.363 2.760
C -9.566 1.280 1.317
O -9.584 2.165 3.569
H -6.050 -0.835 3.361
H -5.410 -0.159 4.863
H -5.421 0.872 3.549
H -8.054 -0.235 4.749
H -7.471 1.422 4.895
H -10.476 0.680 1.326
H -8.712 0.901 0.755
H -9.673 2.335 1.066
C 5.183 8.396 1.201
C 6.016 7.791 2.334
O 6.671 8.772 3.178
C 7.927 9.227 2.879
C 8.375 10.268 3.889
O 8.669 8.820 2.024
H 5.738 8.860 0.385
H 4.581 9.174 1.671
H 4.393 7.734 0.845
H 5.316 7.268 2.986
H 6.788 7.081 2.036
H 7.563 10.995 3.928
H 9.315 10.723 3.576
H 8.508 9.829 4.878
Br -4.354 0.322 -6.942
C -5.327 1.274 -5.468
C -4.385 2.337 -5.071
Br -5.031 3.364 -3.492
H -5.484 0.537 -4.680
H -6.329 1.640 -5.693
H -4.339 3.049 -5.895
H -3.379 2.019 -4.795
Br 4.831 -10.016 -2.255
C 3.332 -9.568 -1.036
C 2.045 -9.484 -1.852
Br 0.494 -9.242 -0.653
H 3.531 -8.602 -0.571
H 3.347 -10.353 -0.280
H 1.997 -10.372 -2.483
H 2.076 -8.635 -2.536
Br -4.944 -7.114 -6.158
C -3.289 -8.260 -6.057
C -2.170 -7.742 -6.964
Br -0.600 -8.939 -7.099
H -3.557 -9.291 -6.286
H -2.975 -8.459 -5.032
H -1.835 -6.741 -6.694
H -2.512 -7.612 -7.990
Br -4.181 -6.738 5.659
C -3.849 -8.500 4.814
C -4.860 -8.873 3.689
Br -4.669 -10.839 3.375
H -3.827 -9.230 5.623
H -2.832 -8.432 4.427
H -4.697 -8.433 2.705
H -5.862 -8.610 4.029
Br 9.736 0.691 -1.047
C 8.499 -0.879 -0.905
C 7.031 -0.428 -0.736
Br 5.842 -2.021 -0.529
H 8.917 -1.550 -0.154
H 8.611 -1.486 -1.803
H 6.725 0.172 -1.593
H 6.891 0.265 0.093
Br 3.046 -5.410 4.673
C 4.571 -4.300 5.261
C 4.039 -2.882 5.441
Br 2.798 -2.725 7.005
H 5.402 -4.370 4.558
H 4.994 -4.642 6.205
H 3.535 -2.628 4.508
H 4.840 -2.153 5.564
Br -9.552 -4.392 0.128
C -11.177 -4.362 -1.009
C -12.453 -4.797 -0.339
Br -12.435 -6.675 0.181
H -11.031 -4.890 -1.951
H -11.353 -3.331 -1.315
H -13.316 -4.677 -0.994
H -12.598 -4.181 0.549
```

Values from the calculation:
LUMO level (eV): -0.05
HOMO (eV): -9.862
SMILES: CCOC(C)=O.CCOC(C)=O.CCOC(C)=O.CCOC(C)=O.CCOC(C)=O.BrCCBr.BrCCBr.BrCCBr.BrCCBr.BrCCBr.BrCCBr.BrCCBr
Molecular weight (g mol⁻¹): 1755.56
Energy (eV): -1037429.5940